No. 1
{
  "formula": "C18H28CoN7O3PS",
  "method": "wB97M-V/def2-TZVPD",
  "homo_ha": [-0.52188, -0.52183],
  "total_charge": 2,
  "multiplicity": 2,
  "lumo_ev": [-4.8, -4.8],
  "symbols": ["Co", "C", "N", "C", "C", "N", "C", "P", "C", "N", "C", "C", "N", "C", "C", "N", "C", "C", "N", "C", "H", "H", "H", "H", "H", "H", "H", "H", "H", "H", "H", "H", "H", "H", "H", "O", "S", "C", "C", "C", "C", "H", "H", "H", "H", "H", "H", "H", "H", "N", "C", "C", "O", "O", "H", "H", "H", "H", "H"],
  "xyz": [[-0.1256, -0.0603, -0.1493], [2.9724, -4.2152, 1.3177], [2.2811, -3.2969, 0.4074], [2.5053, -3.1986, -0.9402], [1.6766, -2.2211, -1.4012], [0.9535, -1.7272, -0.3502], [1.3366, -2.3857, 0.7296], [0.6430, -2.1103, 2.3873], [-1.0599, -1.8740, 1.7883], [-1.4147, -1.0746, 0.7867], [-2.7712, -1.1742, 0.6460], [-3.2414, -2.0471, 1.5795], [-2.1558, -2.4797, 2.2919], [-2.1968, -3.4400, 3.4006], [1.0223, -0.3390, 2.5370], [0.6544, 0.5681, 1.6518], [1.1178, 1.7722, 2.1031], [1.7733, 1.5807, 3.2840], [1.7063, 0.2405, 3.5515], [2.2894, -0.4245, 4.7211], [3.6581, -4.8201, 0.7334], [3.5392, -3.6564, 2.0582], [2.2580, -4.8677, 1.8130], [3.2103, -3.8323, -1.4501], [1.5487, -1.8641, -2.4094], [-3.3136, -0.6280, -0.1018], [-4.2391, -2.3903, 1.7924], [-3.2268, -3.7514, 3.5407], [-1.5914, -4.3116, 3.1663], [-1.8386, -2.9756, 4.3156], [0.9416, 2.6927, 1.5718], [2.2629, 2.2718, 3.9485], [2.7340, 0.3339, 5.3575], [1.5198, -0.9489, 5.2815], [3.0631, -1.1234, 4.4131], [-1.4348, 1.0348, -1.1859], [-2.4139, 2.2131, -1.2262], [-2.0448, 3.1079, -2.7542], [-2.9549, 2.5522, -3.8443], [-4.2945, 2.3139, -3.1542], [-3.9643, 1.5347, -1.8832], [-0.9763, 2.9834, -2.9287], [-2.2509, 4.1589, -2.5443], [-2.5520, 1.6120, -4.2254], [-3.0349, 3.2442, -4.6809], [-4.9897, 1.7527, -3.7766], [-4.7709, 3.2636, -2.9043], [-3.7181, 0.4947, -2.1058], [-4.7258, 1.5834, -1.1073], [2.5262, 2.7051, -2.5102], [3.4276, 1.8193, -1.7683], [2.6336, 0.9349, -0.8231], [3.0859, 0.2521, 0.0355], [1.2814, 1.0045, -1.1042], [2.7870, 2.7873, -3.4839], [2.5240, 3.6404, -2.1214], [1.2382, 1.7103, -1.8169], [4.1950, 2.3367, -1.1938], [3.9431, 1.1445, -2.4529]]
}

***

No. 2
{
  "formula": "C7H13N",
  "method": "wB97M-V/def2-TZVPD",
  "homo_ha": [-0.29952, -0.29952],
  "e_above_lowest_kj_mol": 415.2,
  "multiplicity": 1,
  "lumo_ev": [0.0, 0.0],
  "symbols": ["C", "C", "C", "C", "C", "C", "C", "N", "H", "H", "H", "H", "H", "H", "H", "H", "H", "H", "H", "H", "H"],
  "xyz": [[-0.9067, -0.8630, -0.7442], [-1.0906, 0.7944, 1.5920], [0.6732, 2.1419, 0.3640], [-0.2563, -0.8896, -2.1129], [0.5978, -1.4708, 0.3713], [0.1754, 0.7907, 0.7806], [1.0886, -0.2708, 0.8478], [0.8503, -2.6718, 0.1597], [1.8361, -2.9163, 0.0607], [2.1333, -0.1354, 1.1261], [-1.5609, -0.0001, -0.6633], [-1.5222, -1.7352, -0.5351], [-1.9058, 1.3082, 1.0776], [-0.8845, 1.3418, 2.5199], [-1.4147, -0.2080, 1.8594], [-0.0132, 2.9562, 0.6033], [0.8199, 2.1526, -0.7205], [1.6473, 2.3550, 0.8130], [0.2562, -1.8358, -2.2877], [0.4818, -0.0869, -2.2110], [-1.0050, -0.7571, -2.9005]]
}

***

No. 3
{
  "formula": "C24H28N6O4S",
  "method": "wB97M-V/def2-TZVPD",
  "smiles": "CCOC(=O)CCCCC(=O)c1[nH]c(=O)[nH]c1CSc1nnc2c3ccccc3n(C(C)C)c2n1",
  "homo_ha": -0.28915,
  "e_above_lowest_kj_mol": 2.7,
  "multiplicity": 1,
  "lumo_ev": -0.1,
  "symbols": ["C", "C", "O", "C", "O", "C", "C", "C", "C", "C", "O", "C", "N", "C", "O", "N", "C", "C", "S", "C", "N", "N", "C", "C", "C", "C", "C", "C", "C", "N", "C", "C", "C", "C", "N", "H", "H", "H", "H", "H", "H", "H", "H", "H", "H", "H", "H", "H", "H", "H", "H", "H", "H", "H", "H", "H", "H", "H", "H", "H", "H", "H", "H"],
  "xyz": [[-3.1289, -1.5100, 3.1602], [-2.4755, -0.3152, 2.4822], [-1.3645, 0.1550, 3.2536], [-0.1416, -0.2055, 2.8797], [0.1054, -0.9059, 1.9295], [0.9148, 0.4011, 3.7774], [1.2627, 1.8141, 3.2841], [0.2488, 2.8516, 3.7616], [0.4387, 4.2299, 3.1051], [-0.1361, 4.1831, 1.7033], [-1.3140, 4.4147, 1.5006], [0.7441, 3.7527, 0.6321], [2.1343, 3.6789, 0.6703], [2.6243, 3.1282, -0.4880], [3.7769, 2.9221, -0.7751], [1.4988, 2.8791, -1.2564], [0.3676, 3.2493, -0.5895], [-0.9919, 3.0425, -1.1228], [-1.7762, 1.5621, -0.3598], [-0.8883, 0.2807, -1.1462], [0.0475, 0.6317, -2.0171], [0.7415, -0.2878, -2.6416], [0.4764, -1.5427, -2.3666], [1.0193, -2.7798, -2.8384], [2.0264, -3.0949, -3.7386], [2.3080, -4.4291, -3.9604], [1.6019, -5.4268, -3.2954], [0.5949, -5.1291, -2.3929], [0.2994, -3.7948, -2.1655], [-0.6592, -3.2315, -1.3317], [-1.5129, -3.9663, -0.4148], [-0.8907, -3.9399, 0.9800], [-2.9262, -3.3931, -0.4225], [-0.5533, -1.8905, -1.4213], [-1.2553, -0.9575, -0.8046], [-2.4236, -2.3345, 3.2313], [-3.4568, -1.2422, 4.1617], [-3.9886, -1.8296, 2.5788], [-3.1666, 0.5277, 2.4169], [-2.1252, -0.5777, 1.4790], [1.7987, -0.2349, 3.7234], [0.5484, 0.4400, 4.8029], [2.2558, 2.0816, 3.6528], [1.3055, 1.7916, 2.1943], [0.3423, 2.9617, 4.8443], [-0.7633, 2.5026, 3.5496], [-0.1342, 4.9668, 3.6697], [1.4905, 4.5145, 3.1145], [2.7233, 3.9883, 1.4229], [1.4923, 2.3288, -2.1039], [-0.9814, 2.8887, -2.1993], [-1.6492, 3.8602, -0.8325], [2.5668, -2.3085, -4.2407], [3.0865, -4.7055, -4.6549], [1.8456, -6.4616, -3.4845], [0.0680, -5.9232, -1.8867], [-1.5493, -4.9983, -0.7816], [-0.7313, -2.9112, 1.2935], [0.0720, -4.4474, 0.9740], [-1.5435, -4.4387, 1.6913], [-3.3352, -3.4073, -1.4307], [-3.5655, -3.9923, 0.2203], [-2.9173, -2.3687, -0.0641]]
}

***

No. 4
{
  "formula": "C2H4O2",
  "method": "wB97M-V/def2-TZVPD",
  "smiles": "C=O.C=O",
  "homo_ha": -0.36572,
  "e_above_lowest_kj_mol": 251.6,
  "multiplicity": 1,
  "lumo_ev": 1.0,
  "symbols": ["C", "O", "H", "H", "C", "O", "H", "H"],
  "xyz": [[-4.0644, 1.6302, -3.9301], [-3.0835, 1.0855, -3.5130], [-5.0323, 1.2705, -3.5068], [-4.1119, 2.5032, -4.6237], [1.6796, 0.6305, -3.4354], [0.5694, 1.1141, -3.4164], [1.8362, -0.2371, -4.1196], [2.5908, 1.0726, -2.9667]]
}

***

No. 5
{
  "formula": "C3H2ClFIO2",
  "method": "wB97M-V/def2-TZVPD",
  "homo_ha": [-0.15663, -0.15950],
  "e_above_lowest_kj_mol": 271.9,
  "total_charge": -1,
  "multiplicity": 1,
  "lumo_ev": [2.8, 2.8],
  "symbols": ["C", "C", "C", "O", "O", "F", "Cl", "I", "H", "H"],
  "xyz": [[0.8456, 0.2231, 3.2502], [-0.1696, 0.4423, 0.0746], [1.2865, -0.1903, 1.8560], [-0.1158, -0.4383, 3.6071], [1.6624, 0.9778, 3.7876], [1.2172, -1.5217, 1.6050], [-1.7455, 0.8797, 0.5769], [3.0610, 0.6724, 1.1291], [0.0501, -0.5473, -0.1943], [0.2018, 1.3138, -0.5274]]
}

***

No. 6
{
  "formula": "C5H41N2O14",
  "method": "wB97M-V/def2-TZVPD",
  "homo_ha": -0.40069,
  "e_above_lowest_kj_mol": 458.2,
  "total_charge": 1,
  "multiplicity": 1,
  "lumo_ev": -2.5,
  "symbols": ["C", "C", "C", "C", "C", "N", "N", "H", "H", "H", "H", "H", "H", "H", "H", "H", "H", "H", "H", "H", "H", "H", "O", "H", "H", "O", "H", "H", "O", "H", "H", "O", "H", "H", "O", "H", "H", "O", "H", "H", "O", "H", "H", "O", "H", "H", "O", "H", "H", "O", "H", "H", "O", "H", "H", "O", "H", "H", "O", "H", "H", "O"],
  "xyz": [[2.5220, 0.9743, 1.8937], [1.7653, -0.0667, 1.1464], [0.7685, 0.5340, 0.1308], [0.0527, -0.6487, -0.6168], [-1.2719, -0.8491, -0.4462], [0.8238, -1.6595, -1.2137], [0.8903, -0.8147, 2.1695], [1.9758, 1.8949, 2.0703], [3.0376, 0.8349, 2.8530], [3.3512, 1.3818, 1.2566], [2.5190, -0.7666, 0.7295], [1.2381, 1.1087, -0.6821], [-0.0568, 1.0593, 0.6294], [-1.8775, -0.0435, -0.0377], [-1.7546, -1.7536, -0.7446], [1.7616, -1.3365, -1.2584], [0.3517, -2.1354, -1.9787], [1.4052, -1.6521, 2.5316], [0.0959, -1.2468, 1.6609], [0.6599, -0.2183, 3.0027], [-1.8467, -1.9267, 4.6803], [-1.6861, -0.9395, 3.5485], [-2.1280, -1.0537, 4.3942], [3.8845, -2.8190, 3.4185], [2.8996, -2.6491, 2.0098], [3.1807, -2.4396, 2.9049], [-0.2599, 1.8536, 3.1708], [-0.6782, 0.9534, 4.1960], [0.1760, 1.2308, 3.7823], [-4.4990, -0.4946, -1.6270], [-4.2721, -0.4417, -0.1627], [-3.7716, -0.4114, -0.9909], [-2.1397, 2.2039, -2.2034], [-3.2387, 3.2750, -1.9485], [-2.3150, 3.0408, -1.7976], [4.9539, 1.1807, -1.7870], [4.7603, -0.1258, -1.3579], [4.4659, 0.7559, -1.0712], [-0.8175, 0.3078, -4.5921], [-1.6789, -0.8926, -5.1848], [-0.8010, -0.5359, -5.0671], [1.6504, -4.1384, 0.4424], [2.1193, -2.7949, -0.1855], [2.2654, -3.4004, 0.5853], [2.3263, -1.7190, -4.0592], [0.9363, -1.2381, -4.2078], [1.6056, -1.3819, -3.5195], [0.2724, 4.9967, -2.8564], [-1.1513, 4.4929, -2.5560], [-0.2266, 4.2151, -2.5873], [-2.9462, -3.6470, 0.7825], [-3.1839, -3.0513, -0.4453], [-2.5645, -3.7142, -0.1014], [-1.1350, 0.5677, -1.9705], [-0.3783, 1.9122, -2.4983], [-0.7026, 1.0374, -2.7294], [-3.4948, 0.5594, 3.2486], [-2.9539, 1.8251, 3.1162], [-2.7800, 0.9492, 2.7210], [-1.4386, 3.1978, -0.2004], [-0.1329, 3.6338, -0.5235], [-0.5335, 3.0292, 0.1331]]
}

***

Q: Which formula does entry 3 have?
A: C24H28N6O4S

***

Q: Number 3 is which compound?
A: C24H28N6O4S